1.
Formula: C30H35ClN2O5PPdS
Source: OMol25
Level of theory: ωB97M-V with the def2-TZVPD basis set

Cartesian coordinates (Å):
Pd (1.459, 0.105, -0.467)
Cl (4.122, 0.727, 0.826)
C (4.040, 2.412, 1.240)
C (5.182, 3.151, 1.522)
C (5.067, 4.480, 1.902)
C (3.814, 5.070, 1.983)
C (2.682, 4.339, 1.674)
C (2.770, 3.002, 1.296)
P (1.322, 1.939, 0.920)
C (0.050, 3.252, 0.978)
C (0.024, 4.163, -0.081)
C (-0.966, 5.121, -0.158)
C (-1.952, 5.181, 0.819)
C (-1.945, 4.271, 1.862)
C (-0.948, 3.317, 1.945)
C (1.094, 1.177, 2.568)
C (1.560, 1.728, 3.757)
C (1.297, 1.089, 4.956)
C (0.559, -0.084, 4.983)
C (0.102, -0.639, 3.798)
C (0.379, -0.018, 2.593)
H (6.150, 2.674, 1.466)
H (5.952, 5.050, 2.152)
H (3.710, 6.098, 2.306)
H (1.714, 4.813, 1.749)
H (0.794, 4.101, -0.840)
H (-0.983, 5.826, -0.978)
H (-2.725, 5.934, 0.766)
H (-2.716, 4.310, 2.620)
H (-0.936, 2.612, 2.761)
H (2.131, 2.648, 3.743)
H (1.673, 1.516, 5.876)
H (0.343, -0.562, 5.931)
H (-0.466, -1.559, 3.821)
H (0.056, -0.460, 1.651)
C (3.435, 0.269, -2.435)
S (2.884, -1.422, -1.952)
O (3.693, -2.282, -2.799)
O (1.454, -1.515, -2.277)
O (3.169, -1.622, -0.528)
H (3.256, 0.320, -3.502)
H (4.495, 0.326, -2.212)
H (2.869, 1.050, -1.898)
C (-0.934, -4.344, -3.088)
C (-1.777, -4.190, -1.822)
N (-3.140, -3.809, -2.111)
C (-4.019, -4.836, -2.647)
C (-4.478, -4.514, -4.067)
C (-3.697, -2.606, -1.853)
O (-4.903, -2.441, -2.020)
C (-2.884, -1.463, -1.343)
C (-3.575, -0.603, -0.489)
C (-2.983, 0.579, -0.089)
C (-1.708, 0.857, -0.551)
N (-1.025, 0.046, -1.345)
C (-1.600, -1.082, -1.743)
H (0.123, -4.306, -2.841)
H (-1.136, -3.528, -3.777)
H (-1.151, -5.286, -3.591)
H (-1.342, -3.448, -1.156)
H (-1.800, -5.146, -1.287)
H (-4.902, -4.915, -2.002)
H (-3.485, -5.787, -2.631)
H (-5.041, -3.586, -4.051)
H (-5.117, -5.301, -4.461)
H (-3.625, -4.398, -4.730)
H (-4.571, -0.869, -0.167)
H (-3.494, 1.281, 0.554)
H (-1.217, 1.782, -0.280)
H (-0.989, -1.667, -2.415)
C (0.851, -3.376, 0.440)
O (0.143, -2.203, 0.144)
H (1.702, -3.167, 1.095)
H (1.234, -3.849, -0.471)
H (0.158, -4.061, 0.938)
H (0.712, -1.673, -0.481)

Atoms 1-6, force components in eV/Å:
Pd -0.8 3.0 1.3
Cl 0.9 0.4 0.4
C -0.3 0.1 0.0
C 0.0 -0.2 0.0
C 0.0 0.0 0.0
C 0.1 0.1 0.1

Values from the calculation:
2S+1	1
largest force on an atom	3.4	eV/A
relative energy (zero: lowest compared OMol25 entry of this formula, charge and spin)	40.8	kcal/mol
Kohn-Sham gap	6.060	eV
net charge	-1
HOMO level	-3.497	eV
LUMO	2.563	eV



2.
Formula: C15H23Cl6FMgN5O7S
Source: OMol25
Level of theory: ωB97M-V with the def2-TZVPD basis set

Cartesian coordinates (Å):
C (5.063, -2.139, 0.761)
C (4.110, -1.195, 0.657)
C (3.898, -0.438, -0.625)
N (2.505, -0.293, -1.123)
C (1.576, 0.189, -0.070)
C (0.515, 1.188, -0.547)
C (-0.859, 0.510, -0.414)
N (-1.944, 1.466, -0.309)
C (-3.219, 0.913, 0.157)
C (-3.390, -0.561, -0.096)
C (-3.403, -1.119, -1.370)
C (-3.528, -2.481, -1.596)
C (-3.661, -3.332, -0.503)
C (-3.673, -2.803, 0.777)
C (-3.546, -1.432, 0.986)
O (-3.586, -0.976, 2.294)
S (2.080, -1.712, -1.861)
O (2.099, -2.871, -1.029)
O (2.916, -1.835, -3.011)
F (0.631, -1.633, -2.437)
H (5.166, -2.947, 0.045)
H (5.722, -2.140, 1.621)
H (3.470, -1.008, 1.514)
H (4.282, 0.562, -0.450)
H (4.504, -0.938, -1.377)
H (2.156, 0.711, 0.684)
H (1.135, -0.670, 0.436)
H (0.711, 1.531, -1.556)
H (0.478, 2.040, 0.132)
H (-0.759, -0.160, 0.447)
H (-1.009, -0.034, -1.341)
H (-1.675, 2.272, 0.236)
H (-3.299, 1.065, 1.232)
H (-4.066, 1.432, -0.296)
H (-3.277, -0.457, -2.216)
H (-3.506, -2.885, -2.595)
H (-3.730, -4.398, -0.657)
H (-3.773, -3.454, 1.632)
H (-2.691, -0.910, 2.645)
N (-1.065, 0.518, -4.568)
O (-0.363, 0.790, -3.627)
O (-2.081, -0.214, -4.466)
O (-0.811, 1.015, -5.741)
C (-1.994, 1.450, 4.702)
O (-1.491, 1.892, 3.636)
N (-1.497, 0.372, 5.298)
N (-3.063, 2.068, 5.264)
H (-1.892, 0.017, 6.150)
H (-0.669, -0.122, 4.851)
H (-3.426, 2.882, 4.798)
H (-3.494, 1.747, 6.108)
Mg (-2.627, 1.721, -5.775)
C (6.236, 2.637, -2.823)
Cl (7.218, 1.291, -3.411)
Cl (7.135, 4.149, -3.014)
Cl (4.735, 2.718, -3.742)
Cl (5.863, 2.386, -1.115)
Cl (-2.230, 3.692, 2.741)
Cl (1.090, -0.068, 3.960)

Atoms 1-6, force components in eV/Å:
C -0.1 0.2 0.1
C -0.1 -0.5 0.0
C -0.6 -1.5 0.0
N -1.2 0.0 -0.1
C 0.1 0.5 0.0
C -0.8 -0.6 0.5

Values from the calculation:
2S+1	1
largest force on an atom	3.1	eV/A
Kohn-Sham gap	1.578	eV
net charge	-1
HOMO level	-3.402	eV
LUMO	-1.824	eV



3.
Formula: C4H14NO3
Source: OMol25
Level of theory: ωB97M-V with the def2-TZVPD basis set

Cartesian coordinates (Å):
C (-1.698, 0.655, -2.191)
N (-0.882, 0.458, -1.037)
C (0.470, 0.078, -1.440)
C (-1.410, -0.613, -0.062)
C (-0.452, -0.580, 1.210)
O (0.392, -1.647, 1.012)
H (-2.676, 1.150, -1.928)
H (-2.038, -0.273, -2.655)
H (-1.331, 1.284, -3.012)
H (0.749, -0.809, -0.898)
H (1.130, 0.863, -0.774)
H (0.825, 0.104, -2.543)
H (-2.445, -0.300, 0.205)
H (-1.355, -1.531, -0.535)
H (-0.921, -0.741, 2.263)
H (-0.074, 0.425, 1.161)
H (0.939, 1.200, 2.900)
H (2.042, 0.956, 1.770)
O (1.465, 1.692, 2.244)
H (1.412, -1.147, 1.352)
H (3.336, -0.739, 1.326)
O (2.523, -0.483, 1.629)

Atoms 1-6, force components in eV/Å:
C -2.6 0.4 -0.1
N -0.4 -1.0 -0.2
C 2.9 2.7 1.8
C -0.3 4.3 1.2
C -2.6 -1.5 -0.4
O 2.7 0.9 0.9

Values from the calculation:
2S+1	1
largest force on an atom	4.5	eV/A
relative energy (zero: lowest compared OMol25 entry of this formula, charge and spin)	60.3	kcal/mol
Kohn-Sham gap	8.306	eV
net charge	-1
HOMO level	-4.516	eV
LUMO	3.790	eV



4.
Formula: C5H7N4OS
Source: OMol25
Level of theory: ωB97M-V with the def2-TZVPD basis set

Cartesian coordinates (Å):
C (-1.434, 1.436, 0.301)
C (-2.739, 1.694, 0.322)
C (0.295, -1.693, 0.109)
C (2.353, -0.548, -0.337)
C (1.218, 0.508, -0.022)
N (-2.251, -0.534, -0.436)
N (-1.243, 0.145, -0.179)
N (1.630, -1.758, -0.087)
N (-0.009, -0.303, -0.253)
O (-0.552, -2.401, 0.575)
S (-3.633, 0.212, -0.155)
H (-0.742, 2.194, 0.615)
H (-3.335, 2.499, 0.615)
H (2.695, -0.628, -1.433)
H (3.112, -0.266, 0.275)
H (1.432, 0.880, 0.940)
H (1.363, 1.280, -0.760)
H (1.841, -2.716, -0.089)

Atoms 1-6, force components in eV/Å:
C -1.4 0.8 -0.1
C -2.0 -2.6 -0.6
C -0.8 2.1 0.6
C -3.0 -0.4 -3.8
C 0.5 -1.2 -2.9
N -0.3 -2.3 -0.9

Values from the calculation:
2S+1	1
largest force on an atom	4.9	eV/A
relative energy (zero: lowest compared OMol25 entry of this formula, charge and spin)	38.9	kcal/mol
Kohn-Sham gap	9.091	eV
net charge	+1
HOMO level	-13.644	eV
LUMO	-4.554	eV



5.
Formula: C4H13N3O
Source: OMol25
Level of theory: ωB97M-V with the def2-TZVPD basis set

Cartesian coordinates (Å):
N (0.598, 1.276, -1.823)
C (-0.307, 0.186, -1.656)
C (0.126, -0.898, -0.843)
N (1.414, -1.454, -1.119)
O (-0.789, -1.945, -0.693)
H (0.419, 2.030, -1.166)
H (1.396, 1.068, -2.410)
H (-1.157, 0.059, -2.318)
H (2.151, -0.815, -0.844)
H (1.560, -2.351, -0.671)
H (-1.635, -1.651, -1.051)
C (0.393, -0.388, 2.119)
N (0.106, 0.327, 0.883)
C (-1.394, 1.164, 0.828)
H (-0.201, -1.300, 2.120)
H (0.146, 0.209, 3.004)
H (1.464, -0.598, 2.193)
H (0.775, 1.089, 0.790)
H (-1.443, 1.565, 1.844)
H (-2.175, 0.428, 0.674)
H (-1.446, 2.000, 0.138)

Atoms 1-6, force components in eV/Å:
N -1.3 -1.1 0.0
C 0.8 -1.2 0.9
C -2.1 0.1 -5.7
N -0.1 0.5 2.0
O 1.1 0.5 0.7
H 1.2 0.1 -0.9

Values from the calculation:
2S+1	1
largest force on an atom	6.1	eV/A
relative energy (zero: lowest compared OMol25 entry of this formula, charge and spin)	123.4	kcal/mol
Kohn-Sham gap	6.818	eV
HOMO level	-5.994	eV
structure (SMILES)	N/C=C(\N)O.CNC
LUMO	0.824	eV



6.
Formula: C3H4NS
Source: OMol25
Level of theory: ωB97M-V with the def2-TZVPD basis set

Cartesian coordinates (Å):
S (1.659, 3.533, 1.633)
C (1.316, 2.182, 0.992)
C (0.861, 1.099, 0.546)
C (0.650, -0.273, -0.025)
N (-0.442, 0.607, 0.188)
H (0.849, -1.013, 0.648)
H (0.983, -0.537, -1.083)
H (-1.007, 0.353, 1.055)
H (-1.037, 1.035, -0.553)

Atoms 1-6, force components in eV/Å:
S 0.3 -0.1 -0.1
C 0.7 2.8 1.4
C -0.6 -3.6 -2.4
C 3.3 1.7 -3.1
N -3.8 0.6 2.3
H -0.3 -2.2 1.8

Values from the calculation:
2S+1	1
largest force on an atom	4.8	eV/A
relative energy (zero: lowest compared OMol25 entry of this formula, charge and spin)	53.2	kcal/mol
Kohn-Sham gap	8.109	eV
net charge	+1
HOMO level	-13.606	eV
structure (SMILES)	S=C=C1C[NH2+]1
LUMO	-5.497	eV



7.
Formula: C10H16
Source: OMol25
Level of theory: ωB97M-V with the def2-TZVPD basis set

Cartesian coordinates (Å):
C (0.747, -0.294, 2.116)
C (1.478, -0.913, 0.910)
C (1.587, 0.012, -0.272)
C (1.800, 1.382, -0.142)
C (1.708, 2.244, -1.219)
C (1.419, 1.739, -2.488)
C (1.372, 0.372, -2.653)
C (1.398, -0.496, -1.554)
H (0.181, -1.025, 2.696)
H (-0.002, 0.407, 1.758)
H (1.418, 0.263, 2.767)
H (2.430, -1.379, 1.194)
H (0.881, -1.784, 0.641)
H (2.090, 1.785, 0.823)
H (1.940, 3.291, -1.077)
H (1.479, 2.372, -3.361)
H (1.396, -0.086, -3.639)
H (1.094, -1.525, -1.725)
C (-3.376, -1.472, 0.736)
C (-2.740, -0.073, 0.546)
H (-2.751, -2.255, 0.280)
H (-3.285, -1.814, 1.765)
H (-4.393, -1.515, 0.370)
H (-3.521, 0.681, 0.517)
H (-2.235, 0.020, -0.411)
H (-2.117, 0.063, 1.423)

Atoms 1-6, force components in eV/Å:
C 0.1 0.3 -0.2
C -0.5 -0.5 0.6
C -0.2 -0.5 -0.3
C 0.3 0.2 0.4
C 0.0 -0.2 -0.2
C 1.1 0.1 0.1

Values from the calculation:
2S+1	1
largest force on an atom	1.2	eV/A
relative energy (zero: lowest compared OMol25 entry of this formula, charge and spin)	15.5	kcal/mol
Kohn-Sham gap	10.081	eV
HOMO level	-9.073	eV
structure (SMILES)	CCc1ccccc1.CC
LUMO	1.009	eV



8.
Formula: C9H13BHgO2Si
Source: OMol25
Level of theory: ωB97M-V with the def2-TZVPD basis set

Cartesian coordinates (Å):
Hg (0.238, -0.425, -0.370)
C (1.723, -0.335, 3.600)
Si (0.027, -0.580, 2.748)
C (-0.785, 1.133, 3.006)
C (-0.936, -1.663, 4.004)
H (1.611, -0.119, 4.669)
H (2.257, 0.502, 3.141)
H (2.365, -1.215, 3.501)
H (-0.795, 1.407, 4.069)
H (-1.817, 1.151, 2.646)
H (-0.234, 1.908, 2.467)
H (-0.834, -1.275, 5.025)
H (-0.587, -2.699, 3.999)
H (-2.002, -1.681, 3.758)
O (-0.855, 2.178, -3.394)
B (0.150, 1.594, -2.560)
O (1.052, 2.654, -2.232)
C (0.601, 3.790, -2.832)
C (1.140, 5.057, -2.814)
C (0.477, 6.047, -3.545)
C (-0.673, 5.753, -4.266)
C (-1.212, 4.464, -4.277)
C (-0.558, 3.499, -3.544)
H (2.048, 5.272, -2.265)
H (0.870, 7.056, -3.557)
H (-1.165, 6.542, -4.822)
H (-2.106, 4.233, -4.842)

Atoms 1-6, force components in eV/Å:
Hg 0.0 0.2 0.0
C 0.1 -0.1 -0.2
Si 0.0 0.3 -0.1
C 0.0 0.0 0.0
C 0.0 -0.2 -0.2
H -0.1 0.0 0.0

Values from the calculation:
2S+1	2
largest force on an atom	0.6	eV/A
Kohn-Sham gap (spin up / spin down)	5.161 / 5.936	eV
expectation value of S²	0.773
net charge	-1
HOMO level (spin up / spin down)	-1.948 / -2.852	eV
LUMO (spin up / spin down)	3.213 / 3.083	eV



| no. | E (Ha) |
| --- | --- |
| 1 | -2977.574907 |
| 2 | -4844.876511 |
| 3 | -441.222678 |
| 4 | -886.834458 |
| 5 | -399.550605 |
| 6 | -569.262781 |
| 7 | -390.611168 |
| 8 | -969.037219 |